An isolated ion of composition C4H2NO2S and charge -1 at a distorted geometry, computed with wB97M-V/def2-TZVPD.

XYZ file:
```
10
C4H2NO2S wB97M-V/def2-TZVPD
C -0.52285 -0.18476 1.41003
C 0.58417 -0.14188 -0.99356
C 0.08799 -0.47819 3.75964
C -0.49336 0.42325 0.20343
N -0.55673 -0.91038 2.34217
O -0.66127 0.25214 4.34097
O 1.17218 -0.94815 3.87941
S 0.56623 0.49409 -2.47340
H 1.42208 -0.86755 -0.80534
H -1.14542 1.25384 0.07661
```

structure (SMILES) = O=C([O-])N=C=CC=S
charge = -1
gap between HOMO and LUMO = 7.609 eV

***

An isolated ion of composition C4H2NO4 and charge -1 at a distorted geometry, computed with wB97M-V/def2-TZVPD.

XYZ file:
```
11
C4H2NO4 wB97M-V/def2-TZVPD
C -0.62666 1.48603 -0.22233
C -1.76699 0.75199 0.03456
C -0.33741 -1.15406 0.03150
C 1.92773 -0.34545 -0.11447
N 0.61406 -0.18042 -0.00139
O -2.92151 1.15192 0.06701
O -0.12316 -2.34663 0.07723
O 2.77425 0.51531 -0.19284
O -1.58683 -0.67387 0.02621
H -0.15533 2.22568 0.38996
H 2.20186 -1.43049 -0.09546
```

charge = -1
gap between HOMO and LUMO = 8.596 eV